61
Properties=species:S:1:pos:R:3 method="wB97M-V/def2-TZVPD" homo_lumo_gap_ha="0.242 / 0.268" homo_energy_ev="-11.1640 / -12.1271" s2=2.023 charge=+1 multiplicity=3 e_tot_ha=-1319.1812
O 1.490 -1.139 -1.830
C 1.113 -2.586 -1.833
C 1.520 -2.830 -3.273
H 0.041 -2.748 -1.636
H 1.705 -3.141 -1.095
C 2.164 -1.435 -3.123
H 0.672 -2.843 -3.967
H 2.179 -3.687 -3.457
C 1.851 -0.450 -4.234
H 0.797 -0.535 -4.537
H 2.508 -0.648 -5.104
H 2.045 0.573 -3.871
C 3.657 -1.508 -2.805
H 3.835 -2.212 -1.977
H 3.973 -0.521 -2.448
H 4.288 -1.800 -3.665
Mo 0.389 1.073 1.266
C 1.795 0.503 3.322
C 0.580 0.043 3.883
C 0.032 -0.972 3.045
H 0.197 0.350 4.865
C 0.932 -1.173 1.942
C 2.044 -0.241 2.115
H 2.965 -0.262 1.546
H 2.518 1.153 3.812
H -0.852 -1.564 3.230
H 0.887 -1.940 1.183
C 1.027 3.218 1.576
C 2.021 2.508 0.826
C 1.428 2.057 -0.395
H 3.056 2.351 1.126
C 0.087 2.586 -0.453
C -0.180 3.249 0.798
H -1.073 3.811 1.028
H 1.190 3.718 2.522
H 1.920 1.474 -1.170
H -0.520 2.664 -1.348
O -1.516 -1.081 -2.887
C -1.167 -0.073 -1.889
C -0.867 -0.748 -0.563
H -2.053 0.557 -1.650
H -0.358 0.542 -2.284
C -1.943 -1.833 -0.628
H -1.014 -0.076 0.321
H 0.102 -1.222 -0.530
C -2.228 -2.114 -2.124
H -2.790 -1.307 -0.163
H -1.756 -2.721 0.008
H -3.319 -2.014 -2.326
H -1.894 -3.119 -2.446
O -3.105 0.829 0.378
C -2.849 1.113 1.554
C -3.930 1.265 2.616
C -3.276 2.054 3.709
C -1.802 2.115 3.322
O -0.948 2.713 3.965
N -1.610 1.423 2.118
H -4.817 1.723 2.172
H -4.158 0.258 2.983
H -3.654 3.081 3.808
H -3.328 1.541 4.672

***

56
Properties=species:S:1:pos:R:3 method="wB97M-V/def2-TZVPD" homo_lumo_gap_ha="0.256 / 0.246" homo_energy_ev="-14.1684 / -14.2463" charge=+2 e_tot_ha=-1854.7755
Mo 1.174 0.333 0.191
C 2.244 -2.390 -1.354
O 2.508 -1.007 -1.004
C 3.903 -0.758 -0.756
C 4.100 0.727 -0.861
O 3.120 1.340 0.012
C 3.159 2.782 0.002
C 2.059 3.205 0.935
O 0.895 2.456 0.526
C -0.327 3.210 0.341
H 2.606 -3.048 -0.565
H 2.751 -2.600 -2.294
H 1.171 -2.494 -1.474
H 4.499 -1.261 -1.518
H 4.178 -1.144 0.228
H 3.923 1.082 -1.877
H 5.097 1.014 -0.524
H 2.986 3.133 -1.018
H 4.136 3.116 0.352
H 1.857 4.272 0.851
H 2.290 2.958 1.972
H -0.685 3.552 1.312
H -1.042 2.540 -0.125
H -0.131 4.053 -0.319
N 0.129 -0.351 -4.016
C 0.074 -0.119 -2.704
S 0.925 1.279 -2.067
N -0.635 -0.898 -1.938
N -0.611 -0.465 -0.631
C -1.637 -0.713 0.115
C -2.845 -1.428 -0.332
C -4.074 -0.772 -0.318
C -5.216 -1.440 -0.732
C -5.133 -2.765 -1.135
C -3.908 -3.421 -1.141
C -2.761 -2.753 -0.751
C -1.507 -0.188 1.479
C -2.489 -0.303 2.446
C -2.278 0.272 3.690
C -1.089 0.941 3.935
C -0.134 0.988 2.939
N -0.334 0.436 1.735
H 0.643 0.257 -4.628
H -0.489 -1.039 -4.419
H -4.140 0.264 -0.005
H -6.168 -0.928 -0.736
H -6.026 -3.289 -1.448
H -3.849 -4.455 -1.453
H -1.803 -3.258 -0.765
H -3.397 -0.841 2.216
H -3.032 0.193 4.462
H -0.885 1.399 4.892
H 0.827 1.452 3.108
O 2.320 -0.179 1.995
N 1.920 -1.358 2.069
O 1.129 -1.589 1.106